{"formula": "C20H18ClINO11SSc", "method": "the ωB97M-V functional and the def2-TZVPD basis", "e_homo_ev": -2.6, "lumo_energy_ha": 0.148, "charge": -2, "species": ["Sc", "O", "C", "O", "C", "O", "C", "C", "O", "O", "H", "H", "H", "H", "H", "C", "C", "C", "C", "C", "C", "C", "S", "O", "O", "N", "C", "C", "O", "O", "H", "H", "H", "H", "H", "H", "H", "H", "H", "Cl", "C", "C", "C", "C", "O", "C", "C", "O", "C", "H", "H", "H", "H", "I"], "coordinates": [[0.6316, 0.2020, 0.3231], [4.1946, 3.4319, -1.9534], [3.2653, 2.4378, -1.9238], [3.5680, 1.2899, -1.8507], [1.8631, 3.0107, -2.0167], [0.8411, 2.0987, -1.7115], [0.4890, 1.2352, -2.7984], [1.0967, -0.1646, -2.6701], [1.4295, -0.7715, -3.6788], [1.1227, -0.6166, -1.4702], [5.0449, 2.9838, -1.8417], [1.7928, 3.8562, -1.3352], [1.7551, 3.3936, -3.0432], [-0.5953, 1.1184, -2.7441], [0.7797, 1.6815, -3.7543], [-1.7373, -5.7789, -3.2945], [-1.4272, -5.0518, -2.0150], [-2.2362, -5.1874, -0.8975], [-1.9510, -4.5019, 0.2796], [-0.8420, -3.6792, 0.3429], [-0.0186, -3.5350, -0.7687], [-0.3155, -4.2132, -1.9345], [-0.4660, -2.7380, 1.8201], [0.9168, -3.0082, 2.1013], [-1.4536, -3.1480, 2.8033], [-0.6454, -1.2218, 1.3855], [-2.0555, -0.8314, 1.2602], [-2.3103, 0.0722, 0.0497], [-3.4670, 0.3512, -0.2560], [-1.2591, 0.4620, -0.5696], [-2.6547, -6.3619, -3.2024], [-0.9307, -6.4629, -3.5681], [-1.8625, -5.0785, -4.1225], [-3.1106, -5.8278, -0.9462], [-2.5794, -4.5984, 1.1539], [0.8317, -2.8679, -0.7346], [0.3156, -4.0663, -2.8026], [-2.3945, -0.2992, 2.1578], [-2.7161, -1.6985, 1.1544], [-0.4177, 6.2008, 5.2930], [-0.2622, 4.9041, 4.1215], [-1.3329, 4.0296, 3.9108], [-1.2166, 3.0103, 3.0037], [-0.0291, 2.8053, 2.2397], [0.0496, 1.8109, 1.4425], [1.0262, 3.7338, 2.4540], [2.2736, 3.7307, 1.6971], [2.5375, 3.0862, 0.7108], [0.8973, 4.7508, 3.4100], [-2.2456, 4.1538, 4.4796], [-2.0287, 2.3156, 2.8401], [3.0522, 4.3811, 2.1542], [1.7280, 5.4290, 3.5685], [3.0590, -0.2579, 1.7467]], "atomic_forces_ev_per_a": [[-0.60, 0.25, 0.16], [-0.03, 0.14, -0.13], [-0.13, 0.32, 0.28], [-0.02, -0.40, -0.08], [-0.02, 0.01, -0.13], [0.28, -0.02, -0.08], [0.01, -0.01, -0.10], [-0.04, -0.10, -0.15], [-0.10, 0.06, -0.01], [0.35, -0.02, 0.13], [-0.02, -0.02, 0.02], [0.00, -0.12, 0.01], [-0.07, -0.01, 0.08], [0.05, -0.02, -0.04], [-0.01, -0.05, 0.08], [-0.03, -0.03, -0.05], [0.03, 0.01, 0.02], [-0.04, -0.02, 0.04], [0.02, -0.01, 0.01], [-0.12, -0.01, 0.05], [0.00, 0.05, 0.01], [0.00, 0.00, -0.01], [0.11, 0.05, -0.02], [0.07, -0.05, 0.02], [0.02, 0.04, -0.14], [-0.07, -0.07, -0.09], [-0.15, -0.02, 0.02], [-0.15, -0.11, 0.00], [0.00, 0.02, 0.11], [0.23, 0.01, -0.01], [-0.01, 0.00, 0.00], [0.02, 0.00, 0.00], [0.00, 0.01, -0.01], [-0.02, -0.01, 0.00], [-0.03, 0.00, 0.03], [0.04, -0.01, 0.00], [0.03, 0.01, -0.03], [0.01, -0.02, -0.07], [0.01, 0.09, 0.01], [-0.01, 0.03, 0.05], [0.00, -0.02, -0.02], [0.03, 0.01, 0.04], [0.05, -0.05, -0.06], [-0.01, -0.24, 0.02], [0.15, 0.17, 0.02], [-0.03, 0.23, -0.02], [0.16, -0.40, 0.36], [-0.01, 0.14, -0.13], [-0.07, -0.02, -0.04], [-0.01, 0.02, 0.00], [-0.04, -0.03, -0.01], [0.01, 0.16, -0.12], [0.01, 0.01, 0.00], [0.14, 0.06, 0.01]], "lowdin_charge": [0.71, 0.08, -0.50, 0.14, -0.13, -0.13, -0.10, -0.62, 0.03, -0.15, 0.12, 0.12, 0.14, 0.13, 0.12, -0.07, -0.29, -0.06, -0.06, -0.26, -0.04, -0.03, 0.53, -0.37, -0.34, -0.28, -0.19, -0.64, 0.00, -0.11, 0.06, 0.07, 0.08, 0.10, 0.10, 0.10, 0.12, 0.11, 0.11, 0.57, -0.69, -0.12, 0.01, -0.32, -0.15, -0.11, -0.22, -0.01, -0.09, 0.10, 0.12, 0.12, 0.10, 0.08]}


{"formula": "C58H53N2O6ReSb2", "method": "the ωB97M-V functional and the def2-TZVPD basis", "s_squared": 0.828, "e_homo_ev": [-4.2, -3.9], "lumo_energy_ha": [0.090, 0.091], "spin_multiplicity": 2, "charge": -1, "species": ["Re", "O", "C", "C", "C", "C", "C", "C", "C", "O", "N", "N", "C", "C", "C", "C", "C", "C", "C", "O", "H", "H", "H", "H", "H", "H", "H", "H", "H", "H", "C", "C", "C", "Sb", "C", "C", "C", "C", "C", "C", "C", "C", "C", "C", "C", "C", "Sb", "C", "C", "C", "C", "C", "C", "C", "C", "C", "C", "C", "C", "H", "H", "H", "H", "H", "H", "H", "H", "H", "H", "H", "H", "H", "H", "H", "H", "H", "H", "H", "H", "H", "H", "H", "H", "H", "H", "O", "C", "C", "C", "C", "C", "C", "C", "O", "O", "H", "H", "H", "H", "H", "C", "C", "C", "C", "C", "C", "C", "C", "C", "C", "H", "H", "H", "H", "H", "H", "H", "H", "H", "H", "H", "H"], "coordinates": [[-0.2753, 0.5519, 1.3896], [3.2403, 3.2748, -0.4004], [3.6545, 3.6837, 0.8126], [4.8782, 4.3533, 0.8710], [5.3882, 4.7691, 2.0853], [4.6807, 4.5382, 3.2651], [3.4515, 3.9047, 3.2026], [2.9137, 3.4737, 1.9864], [1.5807, 2.7997, 1.9333], [1.2365, 2.2126, 0.8147], [0.8305, 2.8554, 2.9895], [-0.3655, 2.1739, 2.7238], [-1.3518, 2.4604, 3.4700], [-2.7086, 2.0223, 3.2069], [-3.6871, 2.2628, 4.1799], [-5.0231, 2.0001, 3.9516], [-5.3969, 1.4988, 2.6981], [-4.4532, 1.2573, 1.7212], [-3.0780, 1.4928, 1.9418], [-2.2372, 1.2676, 0.9761], [2.4270, 2.7452, -0.2619], [5.4106, 4.5243, -0.0569], [6.3519, 5.2707, 2.1172], [5.0863, 4.8549, 4.2199], [2.8678, 3.7292, 4.0964], [-1.1627, 3.1389, 4.2979], [-3.3700, 2.6636, 5.1408], [-5.7631, 2.1922, 4.7178], [-6.4435, 1.2921, 2.4911], [-4.7399, 0.8691, 0.7489], [-2.2678, 1.6947, -3.0066], [-1.9055, 0.9546, -4.3081], [-1.9175, -0.5833, -4.2431], [-0.4724, -1.4564, -2.8716], [-1.9365, -2.3370, -1.5510], [-2.9746, -1.5926, -0.9796], [-3.9237, -2.2055, -0.1652], [-3.8355, -3.5647, 0.1153], [-2.7920, -4.3085, -0.4191], [-1.8580, -3.7000, -1.2505], [-0.2485, -3.2804, -4.0060], [-1.3183, -3.9284, -4.6287], [-1.1078, -5.0599, -5.4066], [0.1794, -5.5645, -5.5740], [1.2525, -4.9406, -4.9517], [1.0394, -3.8028, -4.1722], [-0.7492, 1.6825, -1.4172], [0.7852, 2.4216, -2.7312], [1.9502, 1.6781, -2.9371], [2.9407, 2.1313, -3.8049], [2.7746, 3.3322, -4.4799], [1.6177, 4.0829, -4.2860], [0.6310, 3.6315, -3.4167], [-1.3450, 3.6228, -0.7093], [-2.7011, 3.8723, -0.4789], [-3.1257, 5.0951, 0.0299], [-2.1953, 6.0860, 0.3239], [-0.8435, 5.8485, 0.1035], [-0.4209, 4.6251, -0.4110], [-3.2115, 1.3040, -2.6075], [-2.4098, 2.7591, -3.2047], [-0.9287, 1.2978, -4.6564], [-2.6231, 1.2608, -5.0777], [-1.6613, -0.9880, -5.2249], [-2.9078, -0.9602, -3.9715], [-3.0459, -0.5219, -1.1418], [-4.7264, -1.6196, 0.2629], [-4.5698, -4.0381, 0.7584], [-2.7014, -5.3639, -0.1893], [-1.0499, -4.2993, -1.6571], [-2.3281, -3.5525, -4.4976], [-1.9476, -5.5527, -5.8809], [0.3422, -6.4417, -6.1895], [2.2553, -5.3355, -5.0721], [1.8876, -3.3213, -3.6902], [2.0926, 0.7407, -2.4071], [3.8407, 1.5438, -3.9449], [3.5492, 3.6930, -5.1470], [1.4855, 5.0240, -4.8109], [-0.2647, 4.2285, -3.2716], [-3.4361, 3.0978, -0.6758], [-4.1814, 5.2696, 0.2049], [-2.5230, 7.0372, 0.7277], [-0.1114, 6.6122, 0.3379], [0.6383, 4.4583, -0.5782], [3.5002, -1.6516, -1.5974], [4.1518, -1.6683, -0.4153], [5.4410, -2.1973, -0.3764], [6.1302, -2.2541, 0.8217], [5.5609, -1.7707, 2.0001], [4.2881, -1.2329, 1.9572], [3.5702, -1.1787, 0.7633], [2.1754, -0.6665, 0.7454], [1.5176, -0.6927, -0.3292], [1.6720, -0.2195, 1.8181], [2.5988, -1.2864, -1.3948], [5.8750, -2.5661, -1.2989], [7.1226, -2.6886, 0.8408], [6.1039, -1.8227, 2.9355], [3.8156, -0.8376, 2.8490], [-2.2073, -2.0460, 4.0060], [-0.9062, -2.0123, 3.1767], [0.2441, -1.5984, 4.1096], [-1.1776, -1.0158, 2.0489], [-0.5843, -3.4021, 2.5943], [-0.8957, -4.5724, 3.2893], [-0.5492, -5.8239, 2.7852], [0.1261, -5.9314, 1.5752], [0.4356, -4.7760, 0.8679], [0.0772, -3.5298, 1.3698], [-2.5343, -1.0206, 4.2099], [-2.0578, -2.5514, 4.9684], [-3.0065, -2.5570, 3.4574], [0.0698, -0.5863, 4.4933], [1.1961, -1.5990, 3.5836], [0.3099, -2.2958, 4.9538], [-2.1557, -1.2335, 1.6021], [-1.4086, -4.5150, 4.2454], [-0.8086, -6.7171, 3.3429], [0.4104, -6.9053, 1.1907], [0.9589, -4.8414, -0.0815], [0.3028, -2.6362, 0.8002]], "atomic_forces_ev_per_a": [[-0.01, 0.18, -0.18], [0.21, 0.15, -0.08], [-0.01, -0.03, -0.05], [0.07, 0.04, 0.10], [0.02, 0.01, 0.02], [-0.04, 0.00, 0.00], [-0.03, 0.03, -0.10], [-0.13, -0.07, -0.01], [0.38, 0.10, -0.57], [-0.15, 0.04, 0.54], [-0.31, -0.21, -0.03], [0.88, -1.27, 0.20], [-0.82, 0.33, 0.19], [0.06, -0.11, 0.22], [0.01, -0.04, 0.03], [0.03, -0.04, -0.13], [0.03, 0.01, 0.09], [-0.06, 0.02, 0.03], [-0.17, 0.18, 0.05], [0.13, -0.30, -0.27], [-0.19, -0.11, 0.05], [-0.01, -0.05, 0.03], [-0.11, -0.04, 0.00], [-0.05, -0.03, -0.07], [0.02, -0.01, 0.01], [-0.07, 0.15, -0.02], [-0.03, 0.01, -0.12], [0.01, -0.03, -0.02], [0.09, 0.02, 0.01], [0.02, 0.03, 0.05], [0.03, -0.32, -0.16], [-0.07, -0.10, 0.27], [-0.03, 0.33, 0.12], [-0.17, -0.31, -0.04], [-0.12, -0.07, 0.08], [0.03, -0.16, -0.03], [0.14, -0.07, -0.10], [0.06, 0.05, -0.04], [-0.04, 0.08, -0.06], [-0.08, 0.16, 0.02], [0.26, -0.03, -0.15], [0.13, -0.02, 0.02], [0.10, 0.03, 0.05], [-0.02, 0.08, 0.06], [-0.11, 0.09, 0.06], [-0.19, -0.05, -0.05], [0.00, 0.36, -0.40], [0.12, 0.05, -0.11], [-0.08, 0.10, 0.02], [-0.11, 0.02, 0.02], [-0.08, 0.02, 0.07], [0.00, -0.06, 0.04], [0.12, -0.15, -0.07], [-0.11, 0.09, 0.06], [0.14, 0.09, 0.01], [0.10, -0.04, -0.02], [0.05, -0.08, -0.04], [-0.08, -0.11, -0.02], [-0.11, -0.01, 0.00], [0.09, 0.07, 0.04], [-0.03, -0.02, -0.03], [0.07, 0.01, -0.01], [-0.01, 0.02, -0.02], [-0.02, -0.03, 0.02], [0.02, 0.03, -0.01], [0.02, -0.02, -0.03], [0.00, 0.06, 0.04], [0.04, 0.03, -0.03], [0.03, 0.03, 0.02], [-0.07, 0.02, -0.01], [0.03, 0.00, -0.01], [-0.01, 0.00, -0.02], [-0.01, 0.01, 0.03], [-0.04, 0.03, 0.01], [-0.08, -0.02, -0.04], [-0.01, 0.09, -0.03], [-0.02, 0.02, 0.02], [-0.03, -0.02, 0.00], [0.02, -0.05, 0.04], [0.06, -0.02, 0.01], [0.03, 0.05, 0.01], [0.03, -0.02, 0.01], [0.01, -0.03, -0.01], [0.00, -0.01, -0.01], [-0.05, 0.01, 0.01], [0.16, -0.07, 0.12], [-0.10, -0.01, -0.19], [0.10, -0.03, 0.03], [-0.07, 0.02, -0.01], [0.00, -0.02, -0.08], [0.01, 0.05, 0.02], [-0.10, -0.08, 0.06], [0.08, 0.09, 0.03], [-0.25, 0.04, 0.17], [0.04, -0.01, 0.04], [-0.02, -0.02, -0.01], [-0.03, 0.01, 0.06], [0.01, 0.03, 0.00], [-0.01, 0.02, -0.04], [0.01, -0.04, -0.04], [-0.04, -0.05, 0.01], [0.02, -0.15, -0.24], [-0.02, 0.02, -0.03], [0.40, 0.75, 0.46], [0.00, 0.03, -0.01], [0.04, -0.09, -0.03], [-0.03, 0.14, 0.00], [-0.01, 0.08, 0.00], [0.03, 0.02, 0.14], [0.02, -0.02, 0.18], [0.05, -0.10, 0.01], [-0.04, 0.05, -0.14], [0.07, 0.08, 0.06], [0.01, -0.11, -0.03], [-0.01, 0.03, 0.02], [-0.03, 0.07, -0.08], [-0.01, -0.01, -0.01], [0.04, -0.01, -0.13], [0.02, 0.03, 0.00], [-0.04, 0.06, 0.01], [-0.04, 0.02, 0.06], [0.03, 0.02, -0.02]], "mulliken_spin": [1.08, 0.00, 0.00, 0.00, 0.00, 0.00, 0.00, 0.00, 0.02, 0.03, 0.01, -0.03, 0.02, 0.01, 0.00, 0.01, 0.00, 0.00, 0.06, -0.03, 0.00, 0.00, 0.00, 0.00, 0.00, 0.00, 0.00, 0.00, 0.00, 0.00, 0.04, 0.00, 0.00, 0.00, -0.01, 0.02, 0.00, -0.01, 0.00, 0.00, 0.01, 0.00, 0.00, 0.00, 0.00, 0.00, 0.05, 0.00, -0.01, 0.00, 0.00, 0.00, 0.00, -0.03, 0.00, 0.00, 0.00, 0.00, -0.01, 0.00, 0.00, 0.00, 0.00, 0.00, 0.00, 0.00, 0.00, 0.00, 0.00, 0.00, 0.00, 0.00, 0.00, 0.00, 0.00, 0.00, 0.00, 0.00, 0.00, 0.00, 0.00, 0.00, 0.00, 0.00, 0.00, 0.00, 0.00, 0.00, 0.00, 0.00, 0.00, 0.00, -0.02, -0.01, -0.02, 0.00, 0.00, 0.00, 0.00, 0.00, -0.01, -0.03, 0.00, -0.19, 0.01, -0.01, 0.00, 0.00, 0.00, -0.03, 0.01, 0.00, 0.00, 0.00, 0.00, 0.00, 0.07, 0.00, 0.00, 0.00, 0.00, 0.03]}


{"formula": "C2H4N3O", "method": "the ωB97M-V functional and the def2-TZVPD basis", "e_homo_ev": -16.9, "lumo_energy_ha": -0.239, "charge": 1, "species": ["C", "C", "N", "N", "N", "O", "H", "H", "H", "H"], "coordinates": [[-2.4561, -0.8086, 0.0593], [0.8323, 0.5110, 0.0367], [-1.0617, -1.0302, -0.0279], [-2.6986, 0.4359, 0.0161], [-0.4928, 0.0475, 0.0258], [-1.7102, 1.1637, -0.0806], [-3.1833, -1.6632, 0.1682], [0.7449, 1.3788, 0.5503], [1.5793, -0.4106, 0.3318], [1.2665, 0.6759, -0.9404]], "atomic_forces_ev_per_a": [[-0.35, -2.91, -0.17], [3.10, -4.51, -1.21], [0.25, 1.33, 1.10], [-1.71, 0.45, -0.11], [-2.94, -0.96, -1.62], [2.54, -0.17, 0.61], [0.98, 1.34, -0.28], [0.85, 2.55, 2.08], [-2.04, 2.47, 0.34], [-0.68, 0.41, -0.72]], "lowdin_charge": [-0.05, 0.05, 0.24, 0.08, -0.03, 0.14, 0.17, 0.08, 0.20, 0.12]}


Number 1: electronic energy -97212.7432 eV. Number 2: electronic energy -91478.0386 eV. Number 3: electronic energy -8644.1364 eV.